(1)
An isolated molecule of C4H6O4 at a distorted geometry. Source: the OMol25 dataset; level of theory: ωB97M-V with the def2-TZVPD basis set.

ORCA input file:
```
! RIJCOSX wB97M-V def2-TZVPD def2/J DEFGRID3
* xyz 0 1
O -1.973 0.398 -0.527
O -0.934 -1.601 -0.064
O -0.334 1.775 0.419
O 2.060 0.452 -0.896
C -0.209 -0.519 0.348
C 1.013 -0.434 1.184
C 1.325 -0.530 -0.309
C -0.851 0.663 0.123
H 1.242 1.215 -0.868
H -2.281 -0.552 -0.228
H 1.475 -1.418 -1.114
H -0.979 -1.743 -1.141
H 1.002 0.491 1.729
H 1.320 -1.262 2.096
*
```

Calculated values
Kohn-Sham gap (eV): 9.572
SMILES: O=C(O)[C@]1(O)C[C@@H]1O



(2)
A cluster of 2 separate species, C2H2Cl2S2 in total at a distorted geometry. Source: the OMol25 dataset; level of theory: ωB97M-V with the def2-TZVPD basis set.

ORCA input file:
```
! RIJCOSX wB97M-V def2-TZVPD def2/J DEFGRID3
* xyz 0 1
Cl 2.106 1.880 0.991
Cl 3.440 -0.562 -0.548
S 1.222 -2.125 0.537
S 0.254 1.134 -1.127
C 1.867 -0.696 0.148
C 1.171 0.596 0.308
H -0.277 -0.059 -1.395
H -0.080 0.062 1.567
*
```

Calculated values
Kohn-Sham gap (alpha / beta) (eV): 7.756 / 7.756



(3)
A structure of composition C32H48AsNO4P2RuS4 at a distorted geometry. Source: the OMol25 dataset; level of theory: ωB97M-V with the def2-TZVPD basis set.

ORCA input file:
```
! RIJCOSX wB97M-V def2-TZVPD def2/J DEFGRID3
* xyz -1 6
Ru 0.607 0.372 -0.013
As -0.450 -0.744 -2.856
S 2.351 0.710 1.912
S 5.614 1.180 -0.884
S 5.248 1.352 2.009
S 2.789 0.441 -1.421
P -0.729 -2.346 1.855
P -0.171 2.670 -1.302
O -2.253 3.180 2.003
O 0.486 -1.668 -1.919
O 7.539 1.789 0.803
O -0.534 1.901 1.395
N -0.422 -1.160 0.911
C -2.124 -1.788 3.072
C 3.277 4.075 0.384
C -0.582 5.051 -2.780
C -1.382 2.810 1.231
C 1.982 3.614 0.213
C 2.237 3.829 -2.170
C -3.360 -1.576 2.201
C -1.997 3.838 -4.822
C -1.454 3.080 -3.801
C -1.725 -0.408 3.605
C 4.048 4.417 -0.716
C -2.193 -3.265 -0.343
C -1.327 -3.842 0.776
C 3.809 0.953 1.066
C -0.739 3.666 -2.766
C 1.456 3.477 -1.070
C -1.161 -1.917 -4.283
C -1.254 3.587 -0.123
C 0.734 -4.302 3.510
C 1.019 -1.890 3.995
C -0.075 -4.378 0.085
C -2.475 -2.738 4.213
C 0.821 -2.913 2.878
C 0.658 0.476 -3.911
C -2.069 -4.967 1.488
C 2.023 -2.806 1.938
C -1.132 5.813 -3.791
C 3.521 4.309 -1.991
C 3.986 0.855 -0.285
C -1.840 5.211 -4.820
C 6.381 1.502 0.669
C -2.064 -0.080 -1.945
H -0.161 -4.406 4.120
H 3.698 4.146 1.377
H -1.690 -2.375 -0.720
H -1.160 -0.461 4.529
H -3.804 -2.516 1.881
H -1.137 0.132 2.859
H 4.120 4.583 -2.850
H 2.224 -3.729 1.405
H -2.388 0.900 -2.287
H -2.248 -5.778 0.778
H -0.363 -5.059 -0.718
H 1.848 -2.011 1.204
H 0.200 0.758 -4.857
H -2.616 0.188 3.800
H -2.757 -3.721 3.844
H -3.199 -3.011 -0.022
H 1.847 3.723 -3.175
H -4.117 -1.029 2.764
H 0.939 1.353 -3.329
H -1.496 -5.369 2.318
H -1.654 -2.855 4.916
H 5.066 4.757 -0.587
H 0.571 -4.927 0.763
H -1.017 6.888 -3.777
H 0.474 -3.548 -0.358
H -1.763 -1.384 -5.015
H -3.325 -2.328 4.763
H 1.569 -0.104 -4.088
H -2.248 3.725 -0.562
H 0.265 -1.987 4.771
H -1.789 -0.022 -0.880
H 1.992 -2.044 4.464
H 2.917 -2.541 2.500
H 1.379 3.330 1.068
H -0.025 5.532 -1.987
H -2.873 -0.803 -2.082
H -1.760 -2.702 -3.822
H 0.744 -5.096 2.768
H 1.600 -4.450 4.158
H 1.000 -0.881 3.588
H -3.038 -4.637 1.857
H -2.258 5.806 -5.617
H -3.089 -0.979 1.333
H -0.309 -2.385 -4.781
H -2.548 3.351 -5.615
H -2.269 -3.987 -1.158
H -1.597 2.009 -3.814
H -0.829 4.576 0.080
*
```

Calculated values
Kohn-Sham gap (alpha / beta) (eV): 6.631 / 5.556



(4)
A structure of composition C3H5O3V at a distorted geometry. Source: the OMol25 dataset; level of theory: ωB97M-V with the def2-TZVPD basis set.

ORCA input file:
```
! RIJCOSX wB97M-V def2-TZVPD def2/J DEFGRID3
* xyz 0 5
V 1.614 1.637 0.105
O -1.167 0.029 0.409
O -1.708 2.057 0.443
O 1.747 -0.193 -0.226
C -0.695 1.226 0.407
C 0.739 -0.995 -0.787
C -0.258 -1.107 0.358
H -0.912 -1.975 0.215
H -1.387 2.960 0.555
H 0.248 -0.717 -1.740
H 1.138 -2.020 -0.919
H 0.641 -0.902 1.180
*
```

Calculated values
Kohn-Sham gap (alpha / beta) (eV): 6.459 / 9.743



(5)
A structure of composition C5H10O2. Source: the OMol25 dataset; level of theory: ωB97M-V with the def2-TZVPD basis set.

ORCA input file:
```
! RIJCOSX wB97M-V def2-TZVPD def2/J DEFGRID3
* xyz 0 1
O 2.340 -0.702 -0.745
O -1.787 -1.148 0.723
C -0.416 0.803 0.599
C -1.840 0.268 0.631
C 0.393 0.135 -0.502
C 1.814 0.630 -0.807
C 1.106 -1.189 -0.194
H -0.446 1.891 0.455
H -2.363 0.584 -0.285
H -2.431 -1.524 0.116
H -2.394 0.683 1.485
H 1.981 1.097 -1.785
H 2.238 1.276 -0.024
H -0.205 0.062 -1.418
H 0.749 -2.092 -0.701
H 0.064 0.622 1.571
H 1.195 -1.395 0.882
*
```

Calculated values
Kohn-Sham gap (eV): 10.276



(6)
An isolated molecule of C24H26Cl2N2O4S at a distorted geometry. Source: the OMol25 dataset; level of theory: ωB97M-V with the def2-TZVPD basis set.

ORCA input file:
```
! RIJCOSX wB97M-V def2-TZVPD def2/J DEFGRID3
* xyz 0 1
Cl -4.747 -1.418 1.955
Cl -0.827 2.207 2.763
S -2.052 -0.818 3.331
O -3.028 -1.094 4.344
O -0.763 -0.375 3.764
O 0.188 -2.279 0.941
O 3.584 -2.582 -0.110
N 1.756 -1.794 -1.196
N 0.641 0.412 -2.341
C 3.971 1.050 0.926
C 3.375 1.382 -0.279
C -0.646 1.782 -4.015
C 1.782 -3.147 2.238
C -1.681 1.034 -1.837
C -0.663 0.697 -2.929
C 1.500 -0.416 -3.167
C 0.567 -3.162 2.953
C -1.808 -2.356 2.302
C -2.909 2.577 1.133
C 1.343 1.556 -1.770
C -4.010 0.095 1.615
C 1.840 0.395 1.802
C -4.660 0.979 0.767
C 1.250 0.723 0.595
C -2.796 0.421 2.211
C 2.396 -2.322 -0.129
C -2.261 1.686 1.986
C 2.477 -1.227 -2.311
C -0.376 -2.627 2.118
C 2.010 1.212 -0.460
C -4.095 2.219 0.524
C 3.206 0.553 1.966
C 1.503 -2.600 1.013
H 0.185 0.595 0.460
H -2.312 -3.134 2.870
H 0.404 -3.515 3.950
H 0.620 2.351 -1.576
H 0.867 -1.114 -3.720
H -1.690 0.255 -1.078
H 2.093 1.950 -2.473
H 1.236 0.023 2.616
H -1.456 1.980 -1.354
H -2.294 -2.195 1.344
H 3.296 -0.605 -1.937
H 2.741 -3.487 2.567
H -0.992 -0.239 -3.397
H -4.594 2.914 -0.133
H -2.676 1.103 -2.270
H -2.474 3.551 0.975
H -1.626 1.856 -4.479
H 5.037 1.176 1.049
H 0.080 1.535 -4.785
H 2.918 -2.032 -2.909
H 2.079 0.171 -3.899
H -0.392 2.753 -3.596
H 0.830 -1.409 -1.067
H 3.979 1.774 -1.086
H -5.598 0.693 0.319
H 3.671 0.290 2.903
*
```

Calculated values
Kohn-Sham gap (eV): 8.664
SMILES: CC(C)N(CCNC(=O)c1ccc(CS(=O)(=O)c2c(Cl)cccc2Cl)o1)Cc1ccccc1



(7)
A cluster of 2 separate species, C3H11NOS in total at a distorted geometry. Source: the OMol25 dataset; level of theory: ωB97M-V with the def2-TZVPD basis set.

ORCA input file:
```
! RIJCOSX wB97M-V def2-TZVPD def2/J DEFGRID3
* xyz 0 1
S 2.518 1.123 -0.960
O -0.305 -7.132 1.952
N -1.084 1.802 0.803
C 0.991 0.705 -0.084
C -0.053 1.866 -0.236
C -0.704 1.870 -1.614
H 1.235 0.438 0.941
H -0.857 -7.355 1.177
H 2.836 2.128 -0.126
H -1.404 0.851 0.846
H -0.904 -6.426 2.219
H -1.493 2.624 -1.651
H -1.314 0.964 -1.773
H -0.638 2.007 1.693
H 0.533 2.779 -0.165
H 0.038 1.926 -2.407
H 0.606 -0.170 -0.615
*
```

Calculated values
Kohn-Sham gap (eV): 9.814
SMILES: C[C@@H](N)CS.O